An isolated molecule of C13H15N5O in a non-equilibrium geometry, computed with wB97M-V/def2-TZVPD.

Each line ends with the Mulliken charge.
Element x y z (Å)
C: -1.357496 -0.694994 -2.995520  -0.241
N: -1.142366 -0.433852 -4.263399  -0.825
N: -0.218023 0.595142 -4.611373  0.858
C: 0.640209 0.584081 -5.725372  -0.111
N: 0.988573 1.852826 -6.085522  -0.574
C: 0.219040 2.575901 -5.144982  -0.121
N: -0.572597 1.858084 -4.332217  -0.639
C: -0.812203 -0.471033 -1.609909  1.081
C: -1.410537 -1.184200 -0.625740  -1.046
C: -0.790386 -1.067229 0.629134  0.177
C: 0.228263 -0.167804 0.938248  -0.434
N: 0.762236 0.037598 2.284956  0.219
C: -0.174635 0.856092 3.166186  -0.567
C: -1.017458 -0.073013 4.106707  -0.519
O: -0.349595 -1.326653 4.400014  -0.395
C: 1.078117 -1.372973 4.296750  -0.533
C: 1.609373 -0.995037 2.923430  -0.599
C: 0.717203 0.650856 -0.145306  -0.748
C: 0.190147 0.528817 -1.361418  -0.426
H: -2.057503 -1.542251 -3.011118  0.340
H: 0.835155 -0.350081 -6.155409  0.408
H: 0.173235 3.665768 -5.190092  0.409
H: -2.286830 -1.846172 -0.601967  0.327
H: -1.175384 -1.714917 1.395615  0.510
H: 0.571495 1.476948 3.727323  0.384
H: -0.919368 1.441858 2.575203  0.296
H: -1.995776 -0.295411 3.589036  0.304
H: -1.115507 0.352948 5.084329  0.361
H: 1.369893 -2.303473 4.706943  0.401
H: 1.493657 -0.748868 5.045238  0.347
H: 2.671242 -0.520573 2.933411  0.273
H: 1.661984 -1.807026 2.213231  0.345
H: 1.484540 1.407002 -0.003203  0.418
H: 0.701301 1.031639 -2.153205  0.322

Atomic forces in eV per Å
C 0.3 -1.1 -1.7
N 0.7 0.1 1.8
N 0.2 0.2 -1.7
C -1.3 2.6 1.7
N -2.0 -1.9 2.7
C -0.3 -0.7 -0.8
N 1.8 1.2 -0.6
C -0.3 2.3 -3.4
C 0.8 -0.3 2.2
C 0.0 0.2 0.8
C 0.5 0.4 -0.2
N -2.0 0.7 -1.0
C 1.3 -1.3 0.2
C 1.1 -0.6 -1.0
O -0.1 -0.4 -1.0
C -1.1 1.0 0.0
C 0.9 1.7 -0.9
C 0.2 -0.2 2.9
C -0.8 -2.1 -1.4
H -0.1 0.4 0.3
H 0.7 -0.9 -0.7
H 0.1 -0.5 0.2
H 0.5 0.3 -1.0
H 0.0 0.0 0.6
H -1.2 0.0 -0.2
H 1.2 -0.2 0.2
H 1.0 0.0 0.9
H -0.7 0.8 0.4
H 0.2 -1.5 -0.4
H 0.4 1.5 0.7
H -1.4 -1.1 0.6
H -0.1 -0.5 0.1
H 0.0 -0.3 0.4
H -0.4 0.4 -0.6

Values from the calculation:
spin multiplicity = 1
lowest unoccupied orbital energy = -0.00621 Ha
orbital gap = 8.41 eV
relative energy (zero: lowest compared OMol25 entry of this formula, charge and spin) = 349.2 kJ/mol
highest occupied orbital energy = -8.582 eV
structure (SMILES) = C(=N/n1cncn1)/c1ccc(N2CCOCC2)cc1